DFT (ωB97M-V/def2-TZVPD) results for a 2-piece molecular cluster, C4H6FIS overall.

Last column: natural (NBO) charge in e.
Geometry (Å):
C -1.074 -0.263 0.907  -0.446
C -1.212 0.994 0.464  -0.142
C -1.652 1.712 -0.734  -0.467
S -1.127 2.684 0.756  0.190
H -1.401 -1.058 0.375  0.204
H -0.958 -0.460 1.938  0.208
H -2.661 1.899 -0.916  0.223
H -0.997 1.887 -1.635  0.232
F 2.547 -1.879 1.235  -0.357
C 2.109 -0.716 0.675  -0.069
I 3.804 0.416 -0.013  0.039
H 1.655 -0.099 1.463  0.190
H 1.416 -0.928 -0.173  0.195

As for the charge: 0. The gap between HOMO and LUMO comes out at 9.374 eV. As for the lowest unoccupied orbital energy: 0.0170 Ha. As for the SMILES: C=C1CS1.FCI. The value obtained for the energy above the lowest of the compared OMol25 structures with the same formula, charge and spin is 27.79 kcal per mole.